(1)
81
Properties=species:S:1:pos:R:3:forces:R:3:lowdin_spin:R:1 method="wB97M-V/def2-TZVPD" spin_multiplicity=3 orbital_gap_ev="6.854 / 2.740" total_charge=+2 de_lowest_kcal_mol=0.0
C -0.1729 7.1722 -3.6084 -0.010 0.010 -0.272 0.00
C -0.3522 5.7946 -3.8571 -0.061 0.560 -0.604 0.00
C -0.6592 5.4061 -5.1780 0.008 0.294 -0.080 0.00
C -0.7701 6.3904 -6.1755 0.171 -0.205 0.906 0.00
N -0.5937 7.6879 -5.9140 -0.030 0.137 -0.166 0.00
C -0.3033 8.0831 -4.6719 -0.033 -0.880 0.274 0.00
C -0.2213 4.8144 -2.8084 0.107 -0.951 1.088 0.00
C -0.1134 3.9849 -1.9184 -0.221 1.361 -1.432 0.00
C 0.0424 3.0021 -0.8997 -0.038 -0.435 0.411 0.00
C 1.1296 3.0796 -0.0065 0.281 -0.108 0.177 0.00
C 1.3313 2.0968 0.9670 -0.821 0.111 -0.573 0.00
C 0.4030 1.0463 1.0380 -0.219 -0.829 0.456 -0.03
C -0.6859 0.9247 0.1435 1.139 0.948 0.158 0.00
C -0.8715 1.9334 -0.8041 -0.128 -0.259 -0.264 0.00
Ti 0.0344 -0.3879 2.4742 0.591 1.130 -0.230 0.98
P 2.2779 -1.1982 1.5874 0.609 -0.377 -0.031 0.01
H -0.8045 4.3576 -5.4385 0.048 0.267 0.157 0.00
H 0.0718 7.5419 -2.6125 -0.084 -0.199 -0.244 0.00
H -1.0062 6.1068 -7.2088 0.110 0.202 0.447 0.00
H -0.1649 9.1584 -4.5018 -0.077 -0.491 -0.132 0.00
H -1.7120 1.8946 -1.5007 0.276 0.064 0.152 0.00
H 1.8224 3.9187 -0.0966 -0.215 -0.245 -0.009 0.00
H -1.3470 0.0458 0.1600 -0.084 0.281 0.114 0.00
H 2.1761 2.1385 1.6616 -0.428 0.170 -0.260 0.00
C 2.7735 -2.8261 2.2950 -0.085 -0.111 0.017 0.00
C 3.7573 -3.6794 1.4870 0.178 -0.295 0.171 0.00
H 1.8365 -3.3835 2.4549 0.260 0.032 0.000 0.00
H 3.1726 -2.6299 3.3035 -0.165 0.053 -0.310 0.00
H 4.0185 -4.5519 2.1004 -0.031 0.109 -0.263 0.00
H 3.3225 -4.0531 0.5513 0.099 0.102 0.207 0.00
H 4.6970 -3.1626 1.2554 -0.425 -0.179 0.045 0.00
C 2.2176 -1.4158 -0.2372 -0.247 -0.221 -0.161 0.00
C 3.2966 -0.7248 -1.0669 0.102 -0.063 -0.442 0.00
H 1.2265 -1.0460 -0.5450 0.299 -0.020 -0.003 0.00
H 2.2173 -2.4970 -0.4339 0.093 0.174 0.009 0.00
H 3.0726 -0.9011 -2.1272 0.131 0.150 0.177 0.00
H 3.3157 0.3617 -0.9087 -0.025 -0.315 -0.021 0.00
H 4.3001 -1.1320 -0.8850 -0.349 0.153 0.016 0.00
C 3.7328 -0.1114 1.9399 -0.378 0.323 0.069 0.00
C 5.1148 -0.7566 1.8845 0.337 0.060 -0.028 0.00
H 3.5547 0.3073 2.9419 0.068 -0.128 -0.258 0.00
H 3.6821 0.7344 1.2422 0.018 -0.257 0.133 0.00
H 5.8666 0.0307 2.0300 -0.157 -0.224 0.022 0.00
H 5.2555 -1.4994 2.6787 -0.029 0.177 -0.194 0.00
H 5.3297 -1.2281 0.9172 -0.055 0.178 0.328 0.00
Br 1.2759 -0.2771 4.5176 -0.132 -0.210 0.322 -0.01
P -2.1920 -3.6813 -1.6652 2.148 3.404 2.076 0.62
C -0.3462 -3.7504 -1.5513 0.098 -0.896 -0.994 0.09
C 0.1556 -5.1849 -1.7157 0.389 -0.314 0.043 0.01
H -0.0361 -3.3299 -0.5843 -0.449 0.017 -0.139 0.02
H 0.0570 -3.1026 -2.3430 -0.226 -0.205 0.099 0.00
H 1.2219 -5.1835 -1.9703 -0.247 -0.091 0.098 0.00
H 0.0267 -5.7590 -0.7900 0.007 0.064 -0.229 0.00
H -0.3866 -5.7020 -2.5177 0.286 0.072 0.152 0.00
C -2.6164 -3.4285 0.1152 -0.561 -1.221 0.084 0.09
C -4.0309 -3.9294 0.4044 -0.358 0.027 0.324 0.01
H -2.5138 -2.3617 0.3563 0.084 -0.103 -0.425 0.02
H -1.8775 -3.9804 0.7111 -0.149 -0.020 -0.222 0.00
H -4.1609 -4.0903 1.4796 -0.080 0.053 -0.239 0.00
H -4.7795 -3.2008 0.0743 0.081 -0.193 0.043 0.00
H -4.2249 -4.8790 -0.1084 -0.022 0.165 0.243 0.00
C -2.4132 -1.9613 -2.3226 -1.195 -0.406 -0.747 0.09
C -2.6535 -1.9893 -3.8332 -0.015 0.232 -0.374 0.01
H -1.5269 -1.3593 -2.0751 0.002 -0.473 0.211 0.02
H -3.2781 -1.5244 -1.8029 0.140 -0.211 -0.118 0.00
H -3.1100 -1.0474 -4.1556 0.142 -0.220 -0.016 0.00
H -1.7143 -2.1172 -4.3830 -0.198 -0.014 0.071 0.00
H -3.3273 -2.8089 -4.1107 0.074 0.294 -0.031 0.00
N -2.3868 -1.2425 4.2875 -0.025 -0.764 -0.325 0.00
C -2.4153 0.1307 4.2807 0.197 0.859 -0.306 0.00
C -3.2988 0.8563 5.0889 0.084 -0.143 -0.080 0.00
C -3.3675 2.2320 4.9416 0.054 -0.381 -0.340 0.00
C -2.4896 2.8520 4.0420 0.550 0.278 -0.196 0.00
C -1.5186 2.1018 3.3961 -0.803 -0.459 0.036 0.00
N -1.5640 0.7337 3.4190 -0.104 0.530 0.796 0.00
H -1.4821 -1.7096 4.2749 -0.307 0.218 0.473 0.00
H -3.0867 -1.7139 4.8492 0.332 0.098 -0.063 0.00
H -3.8902 0.2930 5.8081 -0.019 0.334 -0.113 0.00
H -4.0858 2.8161 5.5150 0.201 -0.133 -0.144 0.00
H -2.5342 3.9224 3.8418 0.114 -0.268 0.336 0.00
H -0.7007 2.5489 2.8167 -0.623 -0.170 0.136 0.00



(2)
105
Properties=species:S:1:pos:R:3:forces:R:3:lowdin_charge:R:1 method="wB97M-V/def2-TZVPD" orbital_gap_ev=5.667 total_charge=+1
C -4.2117 -2.0886 -1.8759 -0.101 0.268 0.280 -0.05
C -3.8457 -0.6346 -1.7103 0.338 -0.787 0.139 -0.27
O -2.8724 -0.2802 -2.6749 -0.069 0.515 -0.198 -0.13
C -1.6648 0.2179 -2.1347 -0.596 -0.089 -0.503 -0.20
C -0.8612 -0.9991 -1.7191 0.288 0.310 0.477 -0.06
C 0.5654 -0.7510 -1.1604 -0.342 -0.259 -0.839 -0.39
C 1.5058 -0.9490 -2.3706 0.116 0.759 -0.075 -0.07
C 1.2523 0.0254 -3.4869 -1.302 -0.375 -2.026 -0.42
O 0.6027 -0.1783 -4.4879 1.393 0.600 2.085 0.17
F 1.9126 1.1784 -3.2932 -0.231 -0.144 -0.133 0.12
O 0.6309 0.5886 -0.7273 -0.176 -0.154 0.570 -0.03
C 1.2321 0.9404 0.5218 -0.208 0.337 -0.927 -0.38
C 2.7515 0.8513 0.2854 -0.083 -0.878 0.401 -0.04
C 3.8501 1.0141 1.3460 0.530 0.713 -0.047 -0.41
C 3.5853 1.5478 2.7398 0.410 0.003 0.226 -0.05
O 4.8474 1.8378 0.7283 -0.266 0.013 -0.378 -0.02
C 0.7748 2.4195 0.5904 0.547 0.016 0.499 -0.03
C 0.9361 3.2615 1.8606 -0.985 0.768 -0.254 -0.26
O -0.3433 3.8175 2.1690 -0.024 -0.377 -0.209 -0.02
C 1.8350 4.4883 1.6272 -0.322 0.489 0.042 -0.53
F 2.0837 5.0905 2.8207 0.112 -0.269 -0.726 0.14
F 1.2097 5.3951 0.8327 0.604 -0.682 0.511 0.15
F 3.0124 4.1849 1.0368 -0.333 0.168 0.348 0.14
C 0.6707 0.0367 1.6329 -0.182 0.324 0.888 -0.36
P -0.9470 0.5967 2.4069 -1.551 0.293 -0.973 0.51
S -2.4553 1.0059 1.2758 0.154 0.013 0.151 0.36
N 0.7534 -1.4602 1.3642 1.548 -0.528 -0.378 -0.38
I 2.6429 -2.0415 2.3568 0.029 0.311 1.394 1.28
C -0.2050 -2.3490 2.1230 -0.122 -0.164 -0.140 -0.26
C -1.6262 -2.4699 1.6273 -0.529 -0.270 -0.132 -0.26
O -1.7965 -3.7265 0.9951 0.491 0.245 -0.027 -0.03
C 0.8615 -1.8766 -0.1041 -0.046 -0.196 -0.580 -0.48
S 2.3971 -2.8472 -0.3657 0.494 -0.170 -0.391 0.71
H -4.5123 -2.3049 -2.8907 -0.178 -0.122 -0.082 0.05
H -5.0022 -2.3077 -1.1676 -0.370 -0.284 -0.034 0.08
H -3.3688 -2.7169 -1.6122 0.289 -0.223 -0.030 0.07
H -3.4384 -0.5209 -0.7081 0.044 0.305 0.208 0.04
H -4.7229 -0.0054 -1.7844 -0.193 0.346 -0.214 0.12
H -1.8578 0.9064 -1.3235 0.046 0.057 0.332 0.06
H -1.2192 0.7858 -2.9368 0.416 0.091 -0.202 0.12
H -1.4756 -1.5600 -1.0242 -0.080 -0.064 0.295 0.09
H -0.7650 -1.6203 -2.5959 -0.098 -0.303 -0.311 0.14
H 2.5484 -0.8193 -2.1144 0.233 -0.176 0.174 0.10
H 1.3192 -1.9148 -2.8067 0.129 -0.437 -0.044 0.12
H 2.9318 -0.1219 -0.1626 0.019 -0.320 -0.071 0.08
H 2.9597 1.5331 -0.5225 0.030 0.438 -0.180 0.12
H 4.3459 0.0642 1.4830 -0.092 -0.459 0.012 0.07
H 4.5388 1.5015 3.2511 0.295 -0.135 0.240 0.08
H 3.3212 2.5912 2.7799 -0.307 0.277 -0.185 0.06
H 2.9286 0.9649 3.3743 -0.281 -0.135 -0.015 0.06
H 5.2369 2.4086 1.3873 0.232 0.190 0.219 0.08
H -0.2518 2.4856 0.2744 -0.511 -0.121 0.165 0.11
H 1.3272 2.8962 -0.2020 0.253 0.077 -0.363 0.11
H 1.2584 2.7403 2.7495 0.639 -0.290 -0.024 0.12
H -0.4266 3.9099 3.1180 -0.022 0.321 0.267 0.10
H 1.3479 0.1937 2.4632 0.029 0.028 0.339 0.03
H -0.5908 1.6707 3.2283 0.549 -0.235 0.095 0.00
H -1.2992 -0.3876 3.3407 0.529 0.001 0.173 -0.01
H 0.2223 -3.3396 2.1112 0.137 -0.353 -0.270 0.10
H -0.1788 -2.0480 3.1548 0.182 0.304 0.324 0.08
H -1.9677 -1.6653 0.9815 0.189 0.284 -0.106 0.06
H -2.2642 -2.4345 2.5041 -0.172 0.161 0.299 0.13
H -2.6870 -4.0102 1.2030 -0.370 -0.399 -0.239 0.08
H 0.1218 -2.6401 -0.2733 -0.593 -0.026 0.176 0.10
H 2.0746 -3.6875 -1.3718 -0.593 0.254 0.093 -0.06
C 2.7771 5.8659 -1.9355 -0.025 0.312 0.231 -0.06
C 3.4110 4.5182 -2.1644 -0.084 -0.002 -0.229 -0.31
O 3.8699 4.6152 -3.4931 0.157 0.031 0.251 0.14
C 4.1267 5.9405 -3.7418 -0.218 0.007 0.157 -0.54
O 4.7510 6.3432 -4.6527 0.146 0.081 -0.312 0.21
O 3.5675 6.7125 -2.7727 -0.029 -0.251 0.027 0.08
F 2.4937 3.5128 -2.0657 0.070 -0.011 -0.056 0.05
H 1.7384 5.8854 -2.2694 -0.001 -0.152 -0.034 0.15
H 2.8285 6.1827 -0.8992 0.130 0.207 -0.065 0.12
H 4.2504 4.2901 -1.5049 -0.075 -0.144 0.051 0.17
C -5.7725 0.1881 -6.1200 0.087 0.177 0.117 -0.04
C -7.0437 -0.4673 -6.6119 0.136 -0.129 -0.224 -0.31
O -6.7901 -1.8407 -6.3643 -0.155 0.170 0.227 0.14
C -5.9226 -1.9151 -5.3181 0.033 0.116 -0.185 -0.55
O -5.6938 -2.8950 -4.6983 0.027 -0.307 -0.002 0.18
O -5.3644 -0.7065 -5.0780 -0.106 0.112 -0.099 0.07
F -7.2370 -0.2785 -7.9382 0.023 -0.067 0.058 0.08
H -5.0098 0.2133 -6.8987 -0.077 -0.061 -0.097 0.15
H -5.9259 1.1907 -5.7315 0.024 -0.074 0.187 0.14
H -7.9453 -0.1671 -6.0757 -0.061 0.022 -0.100 0.17
C 5.1832 2.4300 6.8238 -0.103 0.134 -0.115 -0.04
C 6.5905 2.0457 7.2272 -0.076 -0.080 0.272 -0.31
O 6.5781 0.6341 7.0574 0.052 0.147 -0.303 0.15
C 5.6653 0.3423 6.0997 -0.021 0.138 0.223 -0.56
O 5.5683 -0.6928 5.5370 -0.097 -0.342 -0.202 0.17
O 4.8669 1.4132 5.8588 0.052 0.232 0.130 0.04
F 6.8472 2.3403 8.5186 -0.023 -0.094 -0.055 0.09
H 4.4922 2.3621 7.6641 0.109 -0.051 0.102 0.15
H 5.1175 3.4203 6.3817 -0.016 -0.092 -0.185 0.14
H 7.3748 2.4734 6.6008 0.059 0.025 0.084 0.18
C -5.0655 -7.6868 -0.6848 -0.161 -0.127 -0.094 -0.04
C -4.3948 -7.5652 0.6661 0.256 0.094 -0.175 -0.31
O -4.3346 -6.1570 0.8426 -0.149 -0.201 0.154 0.11
C -5.3806 -5.6154 0.1458 0.020 -0.101 -0.111 -0.55
O -5.7659 -4.5099 0.2980 0.007 0.392 0.021 0.18
O -5.8980 -6.5184 -0.7075 0.136 -0.144 0.080 0.09
F -3.1364 -8.0671 0.6628 -0.041 0.090 0.012 0.08
H -4.3403 -7.6347 -1.4973 0.102 0.025 0.077 0.15
H -5.6627 -8.5875 -0.7901 -0.171 0.116 0.015 0.14
H -4.9529 -8.0087 1.4916 0.095 -0.053 0.046 0.17



(3)
83
Properties=species:S:1:pos:R:3:forces:R:3:lowdin_charge:R:1 method="wB97M-V/def2-TZVPD" orbital_gap_ev=8.495 total_charge=0 smiles="C=CC[PH3]N(C)C(C)=O.c1cc[nH]c1.c1cc[nH]c1.c1cc[nH]c1.c1cc[nH]c1.c1cc[nH]c1.c1cc[nH]c1"
C 3.0553 -0.2487 1.0688 -0.988 -0.283 -3.078 -0.06
C 2.4948 -0.1210 -0.3033 1.160 0.093 2.605 -0.22
C 1.2840 0.8752 -0.7813 2.810 0.348 -0.987 -0.43
P -0.4512 0.4138 -0.1190 0.751 0.434 -0.518 0.75
N -2.1242 0.0909 0.4114 -1.465 2.385 2.100 -0.38
C -2.1827 -0.6858 1.7109 -0.762 -1.305 0.870 -0.17
C -2.8424 1.4191 0.7276 -6.260 0.403 -1.548 -0.36
C -2.0393 2.6952 1.4408 0.050 -1.050 -0.356 -0.07
O -4.1686 1.5133 0.4345 8.560 -0.484 2.020 -0.06
H 3.4083 -1.3413 1.3955 -0.054 2.832 -0.987 0.07
H 3.2317 0.6368 1.8308 -1.267 -2.015 -1.500 0.06
H 3.0113 -0.7871 -1.1486 -1.889 0.885 2.111 0.11
H 1.2140 0.7936 -1.9697 0.251 0.312 2.412 0.07
H 1.5284 2.0052 -0.5027 -0.544 -2.176 -0.544 0.09
H -0.0756 0.7215 1.2484 0.287 -0.329 -0.601 0.03
H -0.3067 -0.9351 -0.6529 -0.238 0.765 0.622 0.04
H -1.0055 1.4423 -1.0095 0.333 -0.728 0.442 0.04
H -1.1133 -1.0757 2.0123 -1.957 0.878 -0.372 0.07
H -2.8731 -1.6402 1.5859 1.423 1.973 0.181 0.09
H -2.6663 -0.0521 2.5954 1.279 -1.317 -1.792 0.11
H -1.3114 3.1278 0.6279 -1.347 -0.752 1.593 0.07
H -1.3893 2.2349 2.3252 -1.423 1.175 -1.808 0.08
H -2.7689 3.5465 1.8066 1.388 -2.086 -0.821 0.10
C -3.4038 -6.5221 2.0411 0.386 -0.070 0.135 -0.12
C -4.4930 -5.6184 2.0243 -0.152 0.361 0.123 -0.11
C -4.1534 -4.5512 2.8254 -0.130 0.012 -0.029 -0.15
N -2.8995 -4.7816 3.3287 0.036 0.033 -0.005 0.00
C -2.4322 -5.9785 2.8515 0.026 -0.123 -0.021 -0.15
H -3.3350 -7.4668 1.5175 0.008 0.168 0.096 0.09
H -5.4245 -5.7333 1.4852 0.165 0.044 0.100 0.09
H -4.6957 -3.6507 3.0807 0.057 -0.170 -0.061 0.10
H -2.3973 -4.1645 3.9537 -0.191 -0.223 -0.295 0.13
H -1.4517 -6.3407 3.1300 -0.179 0.026 -0.065 0.10
C 4.6815 1.4270 -2.7182 0.336 -0.114 0.215 -0.13
C 3.8344 1.3183 -3.8469 -0.085 -0.193 -0.350 -0.12
C 4.4313 0.4417 -4.7251 -0.053 0.016 -0.071 -0.14
N 5.6110 0.0215 -4.1680 -0.068 -0.005 0.011 0.00
C 5.7693 0.6129 -2.9418 0.022 0.067 0.084 -0.14
H 4.5153 2.0328 -1.8369 0.044 -0.124 -0.132 0.09
H 2.8903 1.8243 -4.0020 0.156 -0.073 0.001 0.08
H 4.1189 0.0829 -5.6968 0.023 0.083 0.178 0.11
H 6.2623 -0.6246 -4.5947 -0.274 0.253 0.174 0.15
H 6.6409 0.4056 -2.3355 -0.167 0.069 -0.083 0.11
C -0.0045 -2.7963 -5.3297 -0.165 0.348 -0.134 -0.11
C 0.3584 -3.6606 -4.2692 -0.009 -0.046 0.388 -0.11
C -0.0854 -3.0846 -3.1000 0.085 -0.037 0.041 -0.14
N -0.6991 -1.9008 -3.4173 0.012 -0.006 0.006 0.00
C -0.6594 -1.7193 -4.7752 0.081 0.029 -0.084 -0.14
H 0.1898 -2.9441 -6.3840 -0.055 0.043 0.180 0.09
H 0.8861 -4.6022 -4.3499 -0.108 0.162 0.034 0.09
H -0.0160 -3.4143 -2.0719 -0.003 0.025 -0.182 0.10
H -1.1167 -1.2618 -2.7533 0.050 -0.314 -0.220 0.11
H -1.0980 -0.8409 -5.2294 0.046 -0.266 -0.051 0.09
C -1.3126 3.6488 -6.5308 0.401 -0.128 0.060 -0.12
C -2.6621 3.4464 -6.1553 -0.269 -0.228 0.232 -0.11
C -2.6944 2.3604 -5.3094 -0.150 0.036 -0.035 -0.14
N -1.4123 1.8976 -5.1653 -0.013 0.030 0.057 -0.01
C -0.5622 2.6805 -5.9021 0.104 0.068 -0.101 -0.14
H -0.9293 4.4187 -7.1879 -0.045 -0.143 0.120 0.09
H -3.5182 4.0304 -6.4676 0.140 -0.120 0.071 0.09
H -3.5179 1.8778 -4.8002 0.118 0.105 -0.103 0.11
H -1.1367 1.1032 -4.6026 -0.069 0.402 -0.214 0.11
H 0.5010 2.4810 -5.9172 -0.175 0.049 -0.033 0.10
C 0.2639 4.9693 4.8598 -0.282 0.057 -0.300 -0.11
C 1.4887 4.3760 5.2487 0.324 -0.237 -0.092 -0.11
C 1.9798 3.6952 4.1572 0.047 -0.056 0.094 -0.15
N 1.0919 3.8530 3.1250 0.002 0.004 -0.022 0.00
C 0.0452 4.6331 3.5425 -0.095 0.040 0.068 -0.15
H -0.3876 5.5773 5.4740 0.107 -0.097 -0.127 0.09
H 1.9618 4.4391 6.2201 -0.065 -0.019 -0.181 0.09
H 2.8820 3.1124 4.0275 -0.137 0.113 0.054 0.10
H 1.1938 3.4567 2.1997 -0.015 0.160 0.348 0.13
H -0.7643 4.8802 2.8688 0.142 -0.005 0.154 0.09
C 0.9427 -0.1686 5.2249 -0.248 0.212 0.200 -0.11
C 1.2716 -1.4071 4.6239 -0.097 -0.393 -0.095 -0.12
C 0.3676 -2.3389 5.0827 0.058 -0.072 -0.089 -0.15
N -0.4922 -1.7070 5.9430 -0.084 0.014 -0.035 0.00
C -0.1527 -0.3821 6.0316 0.026 0.106 0.017 -0.14
H 1.4493 0.7773 5.0834 -0.115 -0.113 0.049 0.08
H 2.0804 -1.5986 3.9306 -0.145 0.016 0.112 0.08
H 0.2637 -3.3950 4.8722 0.091 0.155 0.038 0.10
H -1.2580 -2.1491 6.4347 0.319 0.196 -0.157 0.15
H -0.7170 0.2931 6.6607 0.136 -0.087 -0.115 0.11



In a.u., the DFT total energy values for the records above are, in order, -5439.37673; -4812.64178; -1969.08935.
In eV Å⁻¹, the max |F| values for the records above are, in order, 4.53; 2.58; 8.81.